Entry 1:
The following is a quantum chemistry calculation of a structure of composition C26H19N2O4PPdSe2, from OMol25.

```
55
Properties=species:S:1:pos:R:3:nbo_charge:R:1
Pd 0.30 0.40 0.07 0.6703
Se 2.61 -0.29 -0.40 -0.2608
P 2.41 -0.85 1.69 1.0239
Se 0.28 -1.33 1.78 -0.2911
C 3.45 -2.20 2.26 -0.4409
C 4.50 -2.67 1.48 -0.1812
C 5.31 -3.68 1.95 -0.2036
C 5.07 -4.24 3.20 -0.1856
C 4.01 -3.77 3.98 -0.2201
C 3.20 -2.75 3.51 -0.1255
C 2.83 0.56 2.74 -0.4419
C 1.91 1.13 3.61 -0.1844
C 2.29 2.21 4.40 -0.2046
C 3.57 2.72 4.31 -0.1835
C 4.49 2.15 3.44 -0.2215
C 4.12 1.07 2.66 -0.1230
H 4.67 -2.25 0.49 0.2295
H 6.13 -4.05 1.35 0.2216
H 5.70 -5.03 3.57 0.2195
H 3.82 -4.21 4.95 0.2207
H 2.38 -2.39 4.12 0.2164
H 0.90 0.73 3.66 0.2361
H 1.57 2.66 5.07 0.2198
H 3.86 3.57 4.92 0.2186
H 5.49 2.55 3.37 0.2200
H 4.84 0.64 1.97 0.2140
N -1.82 0.37 -0.13 -0.3997
C -2.94 0.33 -0.36 0.4087
C -4.34 0.28 -0.65 -0.1293
C -4.81 0.74 -1.87 -0.1739
C -6.17 0.68 -2.14 -0.1934
C -7.04 0.16 -1.19 -0.1745
C -6.57 -0.30 0.03 -0.2081
C -5.21 -0.24 0.31 -0.1724
H -4.12 1.14 -2.60 0.2406
H -6.54 1.03 -3.09 0.2274
H -8.10 0.11 -1.41 0.2234
H -7.25 -0.70 0.76 0.2257
H -4.83 -0.60 1.26 0.2299
O -0.40 3.90 -1.95 -0.6259
C -0.19 2.71 -1.84 0.7569
O 0.48 2.18 -0.87 -0.7481
C -0.73 1.79 -2.93 -0.1228
C -0.13 0.58 -3.25 -0.1854
C -0.65 -0.22 -4.26 -0.2174
C -1.77 0.22 -4.94 0.0833
C -2.37 1.44 -4.67 -0.2379
C -1.83 2.22 -3.66 -0.1849
N -2.34 -0.63 -6.00 0.5206
O -3.32 -0.21 -6.59 -0.3833
O -1.81 -1.70 -6.21 -0.3757
H 0.75 0.26 -2.71 0.2279
H -0.20 -1.17 -4.52 0.2503
H -3.22 1.76 -5.25 0.2479
H -2.25 3.20 -3.43 0.2473
```

The LUMO energy (spin up / spin down) is -0.75 / -0.75 eV. Its HOMO energy (spin up / spin down) is -8.5055 / -8.5055 eV.


Entry 2:
The following is a quantum chemistry calculation of a structure of composition C48H46BBrCl3GeN10O3PTi in a non-equilibrium geometry, from OMol25.

```
115
Properties=species:S:1:pos:R:3:mulliken_spin:R:1
Ti 0.90 0.81 0.09 -0.0015
C 3.96 -1.33 0.56 0.0002
C 2.73 -1.48 1.38 0.0003
C 2.52 -2.48 2.33 0.0010
C 1.29 -2.21 2.89 -0.0008
N 0.79 -1.11 2.33 -0.0006
N 1.66 -0.64 1.38 0.0002
B -0.58 -0.40 2.59 0.0000
N -0.27 1.13 2.70 0.0000
C -0.55 1.95 3.71 0.0001
C -0.01 3.20 3.44 -0.0002
C 0.61 3.09 2.22 0.0002
C 1.44 4.13 1.54 -0.0001
N 0.41 1.83 1.75 -0.0002
N -1.41 -0.63 1.29 -0.0001
C -2.57 -1.24 1.06 0.0000
C -2.79 -1.26 -0.31 0.0005
C -1.71 -0.62 -0.88 0.0001
C -1.43 -0.43 -2.34 -0.0021
N -0.87 -0.21 0.10 -0.0001
N -1.21 -0.88 3.84 0.0000
C -0.63 -0.95 5.08 0.0001
C -1.61 -1.18 5.99 -0.0001
C -2.81 -1.24 5.23 0.0000
C -4.20 -1.46 5.72 0.0000
N -2.57 -1.04 3.95 0.0000
H 4.54 -2.25 0.62 0.0000
H 4.59 -0.52 0.93 0.0000
H 3.76 -1.12 -0.49 0.0010
H 3.21 -3.25 2.59 -0.0003
H 0.75 -2.71 3.68 -0.0003
H -1.10 1.59 4.57 0.0000
H -0.03 4.07 4.08 0.0000
H 1.48 5.02 2.17 0.0000
H 1.01 4.43 0.58 0.0000
H 2.46 3.78 1.37 0.0000
H -3.15 -1.60 1.89 0.0000
H -3.64 -1.68 -0.83 0.0000
H -2.30 -0.01 -2.84 0.0000
H -1.23 -1.41 -2.79 0.0005
H -0.58 0.21 -2.53 0.0006
H 0.43 -0.80 5.21 -0.0001
H -1.51 -1.31 7.05 0.0000
H -4.32 -2.46 6.13 0.0000
H -4.92 -1.33 4.92 0.0000
H -4.44 -0.76 6.52 0.0000
C 2.13 0.18 -2.84 0.0076
O 1.65 -0.72 -1.79 -0.0043
C 1.83 -2.06 -2.09 -0.0275
C 2.58 -2.46 -3.19 0.0589
C 2.76 -3.81 -3.49 -0.0132
Br 3.77 -4.29 -4.99 -0.0015
C 2.20 -4.77 -2.68 0.0583
C 1.47 -4.37 -1.55 0.0210
C 1.25 -3.02 -1.26 0.0711
O 0.47 -2.59 -0.24 0.0125
C 1.00 -5.44 -0.70 0.0988
N 0.67 -6.66 -1.20 0.0743
C 0.35 -7.40 -0.14 0.1741
C -0.07 -8.77 -0.11 0.0952
C -0.30 -9.31 1.11 0.0093
C -0.13 -8.54 2.30 0.2452
C 0.27 -7.20 2.31 0.0088
C 0.50 -6.64 1.08 0.1276
N 0.88 -5.38 0.65 -0.0246
H 1.63 -0.07 -3.78 -0.0017
H 3.21 0.12 -2.93 -0.0021
H 1.86 1.19 -2.54 0.0007
H 3.05 -1.75 -3.84 0.0018
H 2.33 -5.82 -2.89 -0.0010
H -0.11 -3.30 0.09 0.0019
H -0.18 -9.32 -1.04 -0.0024
H -0.61 -10.34 1.19 0.0042
H -0.32 -9.03 3.25 0.0047
H 0.40 -6.66 3.24 0.0054
H 1.29 -4.66 1.23 -0.0014
Cl 3.01 1.59 -0.10 -0.0002
Ge 5.43 2.80 -1.33 0.0000
Cl 6.00 3.39 0.69 0.0000
Cl 6.28 0.78 -1.40 0.0000
O 0.19 2.10 -1.09 0.0005
P -0.66 3.32 -1.65 0.0000
C 0.43 4.55 -2.30 0.0000
C -0.15 5.61 -3.00 0.0002
C 0.66 6.60 -3.53 -0.0001
C 2.04 6.52 -3.38 0.0000
C 2.62 5.45 -2.71 -0.0002
C 1.82 4.46 -2.16 0.0002
C -1.68 2.75 -2.98 0.0000
C -3.07 2.74 -2.85 0.0001
C -3.85 2.29 -3.91 -0.0001
C -3.24 1.85 -5.08 0.0000
C -1.85 1.87 -5.21 0.0000
C -1.07 2.33 -4.16 -0.0001
C -1.68 3.91 -0.32 0.0004
C -1.78 5.27 -0.03 0.0000
C -2.59 5.68 1.02 -0.0001
C -3.29 4.75 1.77 -0.0002
C -3.20 3.40 1.48 -0.0003
C -2.39 2.97 0.44 -0.0001
H -1.22 5.65 -3.17 0.0000
H 0.22 7.42 -4.08 0.0000
H 2.67 7.30 -3.79 0.0000
H 3.70 5.39 -2.61 0.0000
H 2.26 3.63 -1.64 -0.0001
H -3.54 3.08 -1.94 0.0000
H -4.92 2.29 -3.82 0.0000
H -3.85 1.51 -5.90 0.0000
H -1.39 1.56 -6.13 0.0000
H 0.01 2.39 -4.28 0.0000
H -1.22 6.00 -0.59 0.0000
H -2.67 6.74 1.24 0.0000
H -3.93 5.09 2.58 0.0000
H -3.75 2.67 2.06 0.0000
H -2.34 1.92 0.20 0.0001
```

The LUMO energy (spin up / spin down) is -8.99 / -10.43 eV. Its HOMO energy (spin up / spin down) is -15.3439 / -15.3439 eV. Its charge is +3. The spin multiplicity is 2.


Entry 3:
The following is a quantum chemistry calculation of the molecule C4H7NO in a non-equilibrium geometry, from OMol25.

```
13
Properties=species:S:1:pos:R:3:nbo_charge:R:1
C 0.60 0.80 -0.95 -0.6454
C 0.43 -0.54 -0.24 0.1071
O 1.62 -0.95 0.41 -0.7024
C -0.69 -0.54 0.80 -0.5217
C -1.97 -0.11 0.25 0.2623
N -2.78 0.71 0.21 -0.2984
H 1.42 0.72 -1.67 0.2273
H -0.30 1.10 -1.49 0.2333
H 0.84 1.60 -0.24 0.2016
H 0.20 -1.32 -0.97 0.1818
H 1.97 -0.17 0.87 0.4628
H -0.48 0.24 1.55 0.2385
H -0.78 -1.49 1.32 0.2534
```

Its SMILES is C[C@@H](O)CC#N. The LUMO energy is 0.61 eV. Its HOMO energy is -10.8785 eV.


Entry 4:
The following is a quantum chemistry calculation of the molecule C24H23N5O2 in a non-equilibrium geometry, from OMol25.

```
54
Properties=species:S:1:pos:R:3:nbo_charge:R:1
C 3.07 0.41 5.75 -0.6045
C 2.74 0.22 4.27 -0.4135
C 1.38 0.81 3.90 -0.0204
C 1.36 2.34 3.89 -0.6288
N 0.94 0.29 2.59 -0.4139
C -0.18 -0.44 2.52 0.3366
N -0.70 -0.96 1.46 -0.5082
C -0.02 -0.73 0.32 0.4298
C 1.17 0.01 0.26 -0.3061
C 1.74 0.59 1.44 0.6614
O 2.75 1.24 1.54 -0.6003
C 1.56 0.01 -1.12 0.2190
N 2.57 0.53 -1.76 -0.3846
C 2.60 0.30 -3.09 0.1647
C 3.67 0.83 -3.84 -0.2077
C 3.73 0.63 -5.19 -0.2170
C 2.73 -0.12 -5.85 -0.2071
C 1.68 -0.65 -5.15 -0.1983
C 1.59 -0.45 -3.76 0.0999
N 0.54 -0.99 -3.09 -0.4283
C 0.54 -0.76 -1.81 0.3462
N -0.38 -1.19 -0.90 -0.3604
C -1.59 -1.93 -1.21 -0.2455
C -2.73 -0.98 -1.50 -0.1152
C -2.70 -0.21 -2.66 -0.1794
C -3.70 0.71 -2.92 -0.2401
C -4.74 0.86 -2.02 -0.1845
C -4.79 0.09 -0.87 -0.3254
C -3.78 -0.83 -0.59 0.3857
O -3.76 -1.63 0.51 -0.5109
C -4.75 -1.47 1.49 -0.2497
H 2.29 -0.03 6.37 0.1962
H 4.01 -0.08 5.98 0.2180
H 3.16 1.46 5.99 0.2043
H 3.51 0.69 3.66 0.2399
H 2.73 -0.85 4.04 0.2019
H 0.64 0.46 4.63 0.1958
H 0.39 2.70 3.56 0.2109
H 2.12 2.71 3.21 0.2462
H 1.56 2.71 4.88 0.2138
H -0.71 -0.61 3.45 0.1881
H 4.42 1.40 -3.31 0.2271
H 4.55 1.04 -5.77 0.2144
H 2.80 -0.26 -6.92 0.2137
H 0.91 -1.22 -5.64 0.2205
H -1.38 -2.55 -2.08 0.2361
H -1.84 -2.54 -0.34 0.2503
H -1.88 -0.34 -3.34 0.2312
H -3.67 1.30 -3.82 0.2148
H -5.53 1.57 -2.22 0.2131
H -5.61 0.23 -0.19 0.2175
H -4.49 -2.17 2.28 0.2005
H -5.75 -1.71 1.10 0.1759
H -4.75 -0.45 1.89 0.1764
```

Its SMILES is CC[C@@H](C)n1cnc2c(c1=O)c1nc3ccccc3nc1n2Cc1ccccc1OC. The LUMO energy is -0.28 eV. Its HOMO energy is -8.1618 eV.


Entry 5:
The following is a quantum chemistry calculation of a structure of composition C6H9NSTi in a non-equilibrium geometry, from OMol25.

```
18
Properties=species:S:1:pos:R:3:nbo_charge:R:1
Ti 0.40 -0.41 0.07 1.3049
C -0.77 0.20 -1.51 -0.9098
H -1.42 1.03 -1.17 0.2978
H -0.08 0.58 -2.27 0.2750
H -1.38 -0.62 -1.90 0.2894
H 0.41 -1.94 -0.75 0.1413
H 0.88 -2.08 0.09 0.1280
S -1.14 -1.21 1.49 0.2768
C -0.21 -0.07 2.44 0.0215
C -0.18 -0.03 3.82 -0.2104
C 0.73 0.83 4.43 -0.0435
C 1.52 1.69 3.66 -0.2041
C 1.43 1.65 2.27 0.1127
N 0.62 0.74 1.67 -0.5838
H -0.85 -0.71 4.34 0.2822
H 0.81 0.84 5.51 0.2810
H 2.23 2.38 4.12 0.2859
H 1.99 2.29 1.58 0.2552
```

The LUMO energy (spin up / spin down) is -11.11 / -11.11 eV. Its HOMO energy (spin up / spin down) is -17.6986 / -17.6987 eV. Its charge is +2.


Entry 6:
The following is a quantum chemistry calculation of a cluster of 7 separate species, C24H42ClN6O4 in total in a non-equilibrium geometry, from OMol25.

```
77
Properties=species:S:1:pos:R:3:mulliken_spin:R:1
Cl -0.87 -0.22 0.85 0.4314
O -0.89 0.78 -0.15 -0.0587
O 0.49 -0.64 1.12 -0.0413
O -1.55 0.17 2.03 -0.0591
O -1.59 -1.35 0.31 -0.0290
C 4.87 -3.27 1.21 0.1337
C 4.03 -2.01 0.87 -0.2747
C 4.39 -0.79 1.74 0.6401
C 3.94 -0.82 3.16 0.2978
N 3.55 -0.82 4.26 -0.1425
H 4.62 -4.10 0.55 0.0229
H 4.65 -3.67 2.20 -0.0208
H 5.95 -3.11 1.17 -0.0847
H 2.96 -2.24 0.84 0.1590
H 4.26 -1.79 -0.17 -0.0588
H 3.93 0.11 1.33 -0.0548
H 5.47 -0.65 1.81 -0.0486
C 4.93 2.67 -1.20 0.3153
C 3.64 2.82 -0.47 1.2875
C 2.55 1.80 -0.69 -2.4086
C 1.95 1.81 -2.05 0.8049
N 1.48 1.82 -3.13 -0.0181
H 5.42 1.75 -0.87 0.0934
H 5.63 3.50 -1.03 -0.6473
H 4.82 2.61 -2.28 0.0457
H 3.20 3.79 -0.70 0.0760
H 3.84 2.81 0.60 0.0266
H 1.78 1.94 0.08 0.0730
H 2.96 0.81 -0.49 0.2658
C 0.64 -1.97 -4.64 0.0084
C -0.09 -2.62 -3.46 0.0117
C 0.69 -2.46 -2.15 -0.1049
C 2.11 -2.95 -2.21 0.1296
N 3.19 -3.37 -2.25 -0.0266
H -0.03 -1.84 -5.49 -0.0163
H 1.43 -2.59 -5.07 0.0087
H 1.13 -1.00 -4.48 0.0067
H -0.33 -3.67 -3.65 0.0055
H -1.09 -2.21 -3.28 -0.0072
H 0.18 -2.94 -1.32 -0.0068
H 0.83 -1.40 -1.98 0.0370
C -6.52 -0.93 -1.11 -0.0056
C -4.98 -0.54 -1.05 0.0150
C -4.82 0.98 -0.87 -0.0501
C -5.33 1.78 -1.98 0.0572
N -5.76 2.38 -2.89 -0.0097
H -6.89 -1.03 -0.09 0.0023
H -6.59 -1.92 -1.56 -0.0038
H -7.15 -0.22 -1.65 0.0025
H -4.46 -0.85 -1.96 0.0082
H -4.48 -1.08 -0.26 -0.0029
H -3.76 1.24 -0.85 0.0299
H -5.26 1.35 0.06 -0.0195
C -3.26 4.43 -0.25 0.0366
C -2.22 4.20 -1.42 -0.0084
C -1.06 5.17 -1.38 0.1273
C -1.40 6.57 -1.53 0.0981
N -1.68 7.68 -1.63 -0.0992
H -4.03 3.66 -0.28 0.0046
H -3.83 5.34 -0.41 0.0104
H -2.89 4.48 0.77 -0.0015
H -2.74 4.28 -2.38 -0.0146
H -1.84 3.18 -1.44 -0.0493
H -0.30 4.90 -2.11 0.1245
H -0.55 5.03 -0.43 -0.0398
C -0.27 -4.20 4.01 0.0062
C -1.13 -2.93 4.07 0.0080
C -0.63 -1.75 4.95 -0.0442
C -0.56 -2.05 6.38 0.0289
N -0.49 -2.27 7.53 -0.0062
H -0.07 -4.70 4.96 0.0012
H 0.73 -3.96 3.63 0.0227
H -0.62 -4.97 3.32 -0.0117
H -2.17 -3.19 4.28 -0.0038
H -1.18 -2.47 3.09 -0.0036
H -1.28 -0.87 4.96 0.0098
H 0.36 -1.42 4.63 0.0083
```

The LUMO energy (spin up / spin down) is 4.10 / 4.06 eV. Its HOMO energy (spin up / spin down) is 2.5618 / -5.1603 eV. Its charge is -2. The spin multiplicity is 2.


Entry 7:
The following is a quantum chemistry calculation of a structure of composition C42H34N10O2ReSe in a non-equilibrium geometry, from OMol25.

```
90
Properties=species:S:1:pos:R:3:mulliken_spin:R:1
Re -19.11 -7.77 -0.99 2.4093
C -21.89 -7.29 0.03 0.0080
N -20.63 -7.82 0.63 0.0027
C -20.74 -9.18 1.26 0.0140
C -19.58 -9.99 0.83 0.0251
N -18.79 -9.61 -0.19 0.0736
C -18.10 -10.71 -0.60 -0.0055
C -17.14 -10.82 -1.59 -0.0130
C -16.65 -12.09 -1.85 -0.0032
C -17.08 -13.16 -1.08 0.0015
C -17.88 -13.02 0.06 0.0027
C -18.44 -11.74 0.19 -0.0149
N -19.36 -11.26 1.13 0.0253
C -22.04 -7.99 -1.30 -0.0315
N -21.00 -8.73 -1.67 0.0510
C -21.45 -9.60 -2.64 0.0771
C -20.17 -11.38 -4.13 0.0119
C -21.36 -11.93 -5.04 0.0010
C -23.20 -10.03 -5.34 0.0059
C -23.52 -9.44 -4.19 -0.0009
C -22.70 -9.17 -3.02 0.0057
N -23.08 -8.17 -2.14 0.0018
H -21.79 -6.25 -0.09 -0.0006
H -22.74 -7.32 0.71 0.0005
H -20.36 -7.09 1.31 0.0023
H -21.65 -9.72 0.97 -0.0006
H -20.78 -9.01 2.33 0.0019
H -16.86 -9.98 -2.20 0.0129
H -15.87 -12.33 -2.54 -0.0001
H -16.67 -14.19 -1.25 -0.0001
H -18.01 -13.90 0.71 0.0002
H -19.89 -11.83 1.78 -0.0008
H -19.38 -12.15 -3.91 -0.0007
H -20.93 -12.65 -5.71 -0.0002
H -24.03 -10.15 -6.03 -0.0002
H -24.57 -9.23 -4.07 0.0003
H -24.06 -7.82 -2.02 0.0005
Se -15.54 -1.27 0.55 -0.0009
N -15.24 -2.94 1.05 -0.0022
C -16.33 -3.58 0.67 0.0003
C -16.42 -5.02 0.79 0.0039
C -15.46 -5.79 1.44 0.0282
C -15.57 -7.14 1.43 -0.0137
C -16.63 -7.74 0.74 0.0070
N -17.56 -7.03 0.14 -0.0633
C -17.47 -5.66 0.14 0.0449
C -18.60 -4.93 -0.44 0.0454
N -19.53 -5.65 -1.06 -0.0389
C -20.53 -5.04 -1.74 0.0375
C -20.70 -3.67 -1.61 -0.0111
C -19.70 -2.90 -1.06 0.0170
C -18.60 -3.55 -0.51 -0.0105
C -17.37 -2.88 -0.01 -0.0025
N -17.13 -1.55 -0.14 -0.0012
H -14.69 -5.30 2.00 -0.0011
H -14.80 -7.82 1.86 0.0012
H -16.62 -8.79 0.58 0.0106
H -21.22 -5.68 -2.30 0.0045
H -21.54 -3.20 -2.07 0.0017
H -19.77 -1.79 -1.05 -0.0012
C -21.55 -8.34 -7.47 -0.0001
O -20.56 -8.60 -6.45 -0.0003
C -20.64 -9.65 -5.71 -0.0030
C -21.86 -10.62 -5.78 -0.0026
C -22.33 -12.52 -4.06 0.0012
C -22.12 -12.00 -2.86 -0.0010
C -20.89 -11.00 -2.83 -0.0042
C -19.68 -10.12 -4.83 0.0012
N -18.23 -9.99 -4.98 0.0014
C -17.48 -8.95 -5.10 -0.0192
C -17.96 -7.56 -5.10 0.0206
C -18.02 -6.92 -6.32 -0.0168
C -18.29 -5.55 -6.37 0.0382
C -18.53 -4.85 -5.19 -0.0177
C -18.40 -5.51 -3.98 0.0604
C -18.20 -6.87 -3.86 0.0079
O -18.24 -7.67 -2.74 0.2122
H -21.38 -7.28 -7.73 0.0003
H -22.57 -8.40 -7.03 0.0000
H -21.44 -9.06 -8.26 0.0000
H -22.01 -10.83 -6.87 -0.0002
H -23.06 -13.31 -4.24 0.0001
H -22.74 -12.33 -2.07 0.0005
H -20.31 -11.21 -1.91 -0.0038
H -17.81 -10.91 -5.12 -0.0003
H -16.44 -9.11 -5.38 0.0005
H -17.78 -7.43 -7.25 0.0003
H -18.33 -5.01 -7.30 0.0006
H -18.65 -3.79 -5.23 0.0003
H -18.42 -4.94 -3.07 0.0049
```

The LUMO energy (spin up / spin down) is -10.88 / -12.11 eV. Its HOMO energy (spin up / spin down) is -18.0940 / -18.1287 eV. Its charge is +4. The spin multiplicity is 4.


Entry 8:
The following is a quantum chemistry calculation of a cluster of 2 separate species, C7H19N4S in total, from OMol25.

```
31
Properties=species:S:1:pos:R:3:nbo_charge:R:1
C 2.97 -1.16 -0.09 -0.1608
C -1.37 -0.13 -0.81 0.5722
C -2.51 0.59 1.27 -0.5972
C -1.90 -1.85 0.95 -0.5990
C -0.03 0.79 -2.62 -0.4421
C 1.77 1.92 1.26 -0.4306
C -1.50 -0.40 0.67 -0.2893
N 2.76 -0.06 0.57 -0.2137
N -0.27 0.41 -1.24 -0.5519
N -2.38 -0.45 -1.60 -0.7580
N 1.70 0.70 0.50 -0.4864
S 4.36 -2.18 0.10 0.1158
H 2.24 -1.50 -0.81 0.2233
H -3.51 0.40 0.90 0.2082
H -2.23 1.61 1.03 0.2207
H -2.52 0.48 2.35 0.2344
H -2.88 -2.08 0.56 0.2015
H -1.92 -2.01 2.03 0.2367
H -1.17 -2.54 0.52 0.2200
H -0.89 1.30 -3.05 0.2089
H 0.82 1.46 -2.65 0.2383
H 0.20 -0.09 -3.23 0.2138
H 2.07 2.76 0.63 0.1950
H 0.78 2.14 1.67 0.2081
H 2.48 1.84 2.09 0.1828
H -0.52 -0.21 1.12 0.2467
H 3.50 0.23 1.24 0.3907
H -3.21 -0.85 -1.21 0.4227
H -2.37 -0.26 -2.59 0.4185
H 0.54 0.56 -0.55 0.4482
H 4.99 -1.43 1.01 0.1225
```

The LUMO energy is -2.38 eV. Its HOMO energy is -10.6413 eV. Its charge is +1.


Across the entries above, relative energy (zero: lowest compared OMol25 entry of this formula, charge and spin) takes the values 46.5; 0.0; 129.4; 42.2; 0.0; 26.1; 0.0; 0.0 kJ/mol, respectively.